[1]
Molecular formula: C8H7ClFN3
Method: DFT, ωB97M-V/def2-TZVPD

Cartesian coordinates (Å):
1 C -1.827 -0.827 -0.971
2 C -2.310 0.405 -0.571
3 C -0.505 -1.156 -0.967
4 C -1.397 1.437 -0.200
5 C 0.425 -0.138 -0.547
6 C -0.045 1.192 -0.216
7 C 2.099 1.948 -0.100
8 C 1.822 -0.412 -0.507
9 N 0.871 2.220 -0.159
10 N 2.631 0.704 -0.282
11 N 1.697 -1.548 1.126
12 F 2.283 -1.322 -1.393
13 Cl 4.253 0.377 0.036
14 H -2.641 -1.476 -1.223
15 H -3.340 0.651 -0.852
16 H -0.110 -2.106 -1.157
17 H -1.787 2.442 -0.020
18 H 2.867 2.785 -0.140
19 H 2.690 -1.647 1.322
20 H 1.360 -2.340 0.590

* Kohn-Sham gap: 0.3167 Ha
* LUMO energy: 0.0060 Eh
* spin multiplicity: 1
* ΔE to the lowest compared entry with this formula, charge and spin: 32.7 kcal per mole


[2]
Molecular formula: C45H45N9
Method: DFT, ωB97M-V/def2-TZVPD

Cartesian coordinates (Å):
1 N 0.102 1.369 2.994
2 C -0.975 0.539 2.911
3 C -1.970 0.507 3.874
4 C -1.805 1.253 5.043
5 C -0.721 2.179 5.131
6 C 0.186 2.190 4.080
7 H -0.919 -0.067 2.018
8 H -2.719 -0.265 3.970
9 H -2.621 1.215 5.750
10 H -0.624 2.885 5.943
11 H 1.096 2.761 4.181
12 N 1.299 -1.426 0.777
13 C 0.926 -1.911 -0.424
14 C -0.121 -1.363 -1.128
15 C -0.721 -0.180 -0.623
16 C -0.319 0.369 0.546
17 C 0.661 -0.324 1.315
18 H 1.426 -2.796 -0.788
19 H -0.473 -1.717 -2.086
20 H -1.539 0.285 -1.153
21 H -0.903 1.116 1.063
22 H 0.967 0.071 2.272
23 N 3.139 -1.864 3.427
24 C 2.798 -1.233 4.579
25 C 1.526 -0.759 4.852
26 C 0.579 -1.024 3.880
27 C 0.890 -1.869 2.804
28 C 2.185 -2.203 2.558
29 H 3.619 -0.908 5.202
30 H 1.376 -0.263 5.800
31 H -0.455 -0.718 3.949
32 H 0.055 -2.256 2.238
33 H 2.332 -2.858 1.712
34 N 1.068 -0.538 -5.291
35 C 0.214 0.525 -5.110
36 C -0.113 1.045 -3.837
37 C 0.360 0.358 -2.708
38 C 1.277 -0.712 -2.857
39 C 1.607 -1.078 -4.148
40 H -0.212 0.959 -6.003
41 H -0.789 1.881 -3.744
42 H 0.060 0.653 -1.713
43 H 1.670 -1.314 -2.052
44 H 2.331 -1.864 -4.303
45 N -1.592 -3.289 -2.921
46 C -1.671 -4.602 -3.431
47 C -1.942 -5.717 -2.623
48 C -2.071 -5.521 -1.192
49 C -2.030 -4.203 -0.704
50 C -1.766 -3.149 -1.586
51 H -1.525 -4.692 -4.497
52 H -2.027 -6.686 -3.092
53 H -2.210 -6.289 -0.445
54 H -2.183 -4.025 0.350
55 H -1.714 -2.137 -1.212
56 N 2.925 3.824 0.761
57 C 2.654 2.585 0.252
58 C 1.554 1.811 0.626
59 C 0.584 2.506 1.422
60 C 0.770 3.822 1.827
61 C 1.940 4.425 1.521
62 H 3.326 2.158 -0.478
63 H 1.372 0.824 0.229
64 H -0.262 1.932 1.769
65 H -0.034 4.249 2.409
66 H 2.082 5.455 1.814
67 N 0.098 4.411 -1.693
68 C -0.788 4.400 -2.728
69 C -1.478 3.216 -3.046
70 C -1.192 2.042 -2.340
71 C -0.183 2.041 -1.378
72 C 0.397 3.262 -1.048
73 H -0.911 5.373 -3.179
74 H -2.105 3.212 -3.926
75 H -1.621 1.090 -2.618
76 H 0.115 1.118 -0.902
77 H 1.083 3.332 -0.217
78 N -1.885 4.194 2.795
79 C -2.450 2.977 2.965
80 C -2.729 2.089 1.928
81 C -2.286 2.447 0.653
82 C -1.686 3.678 0.447
83 C -1.472 4.561 1.560
84 H -2.527 2.639 3.988
85 H -3.072 1.107 2.219
86 H -2.176 1.698 -0.117
87 H -1.412 4.061 -0.525
88 H -1.112 5.573 1.451
89 N 3.005 -3.587 -1.963
90 C 1.845 -3.842 -1.307
91 C 0.582 -4.068 -1.883
92 C 0.577 -4.067 -3.292
93 C 1.747 -3.808 -4.004
94 C 2.912 -3.591 -3.327
95 H 1.882 -3.758 -0.231
96 H -0.293 -4.290 -1.291
97 H -0.361 -4.268 -3.788
98 H 1.712 -3.784 -5.083
99 H 3.851 -3.386 -3.820

* Kohn-Sham gap: 0.2590 Ha
* LUMO energy: -0.0218 Eh
* spin multiplicity: 1
* ΔE to the lowest compared entry with this formula, charge and spin: 846.3 kcal per mole


[3]
Molecular formula: C4H12N2S2
Method: DFT, ωB97M-V/def2-TZVPD

Cartesian coordinates (Å):
1 C -2.501 -0.896 -0.812
2 C -1.736 1.102 0.532
3 C 1.783 0.869 -0.771
4 C 2.537 -0.528 0.997
5 H -1.847 -0.727 -1.640
6 H -3.752 -0.804 -1.025
7 H -2.346 -2.013 -0.739
8 H -0.690 1.324 -0.006
9 H -2.526 1.657 -0.110
10 H -1.821 1.338 1.690
11 H 1.238 0.686 -1.700
12 H 0.926 1.493 -0.292
13 H 2.712 1.469 -0.744
14 H 3.527 -0.038 0.660
15 H 2.130 -0.070 1.788
16 H 2.690 -1.591 1.460
17 N -2.065 -0.189 0.499
18 N 1.823 -0.497 -0.217
19 S -0.686 -1.128 0.944
20 S 0.604 -1.459 -0.513

* Kohn-Sham gap: 0.3436 Ha
* LUMO energy: 0.0278 Eh
* spin multiplicity: 1
* structure (SMILES): CN(C)SSN(C)C
* ΔE to the lowest compared entry with this formula, charge and spin: 92.0 kcal per mole


[4]
Molecular formula: C2H4N4O4
Method: DFT, ωB97M-V/def2-TZVPD

Cartesian coordinates (Å):
1 C 1.098 0.131 0.727
2 C -0.107 -0.512 -0.722
3 N 1.219 -0.884 -0.266
4 N -0.224 0.623 0.167
5 N -1.251 -1.413 -0.063
6 N -0.333 1.943 -0.257
7 O -0.768 -2.166 0.722
8 O 0.337 2.749 0.343
9 O -2.403 -1.168 -0.262
10 O -0.880 2.171 -1.292
11 H 0.962 -0.263 1.661
12 H 1.759 0.975 0.861
13 H -0.486 -0.347 -1.782
14 H 1.078 -1.839 0.163

* Kohn-Sham gap: 0.3896 Ha
* LUMO energy: -0.0006 Eh
* spin multiplicity: 1
* ΔE to the lowest compared entry with this formula, charge and spin: 84.4 kcal per mole


[5]
Molecular formula: C8H12O6
Method: DFT, ωB97M-V/def2-TZVPD

Cartesian coordinates (Å):
1 C -16.179 -14.472 -5.485
2 C -14.993 -15.118 -4.651
3 C -14.492 -16.413 -5.181
4 O -13.062 -16.048 -5.295
5 C -12.832 -14.819 -5.146
6 O -11.662 -14.275 -5.130
7 O -13.916 -14.202 -4.696
8 H -15.993 -14.263 -6.539
9 H -16.355 -13.496 -5.032
10 H -17.105 -15.045 -5.453
11 H -15.144 -15.320 -3.591
12 H -15.108 -16.575 -6.066
13 H -14.528 -17.190 -4.416
14 C -16.793 -18.021 -3.533
15 C -16.856 -17.175 -2.304
16 C -15.655 -16.951 -1.552
17 O -15.236 -15.687 -2.024
18 C -16.274 -15.115 -2.527
19 O -16.328 -13.934 -2.799
20 O -17.278 -15.904 -2.450
21 H -16.189 -17.531 -4.296
22 H -17.748 -18.057 -4.057
23 H -16.368 -19.002 -3.319
24 H -17.492 -17.586 -1.520
25 H -14.819 -17.647 -1.627
26 H -15.894 -16.828 -0.496

* Kohn-Sham gap: 0.3758 Ha
* LUMO energy: 0.0078 Eh
* spin multiplicity: 1
* structure (SMILES): C[C@H]1COC(=O)O1.C[C@H]1COC(=O)O1
* ΔE to the lowest compared entry with this formula, charge and spin: 92.6 kcal per mole


[6]
Molecular formula: CH13N3O4
Method: DFT, ωB97M-V/def2-TZVPD

Cartesian coordinates (Å):
1 N 0.662 -1.860 2.036
2 C 0.315 -1.198 0.883
3 N -0.680 -1.848 0.147
4 N 0.632 0.030 0.502
5 H 0.886 -2.896 2.096
6 H 1.201 -1.405 2.802
7 H -1.357 -1.388 -0.478
8 H -1.218 -2.556 0.628
9 H 1.143 0.661 0.980
10 H -4.138 1.438 -0.834
11 H -2.613 1.614 -0.641
12 O -3.337 0.899 -0.616
13 H 3.078 1.934 1.694
14 H 2.950 1.453 3.165
15 O 2.753 1.204 2.179
16 H -0.455 1.928 -2.193
17 H -0.372 2.162 -0.651
18 O -0.850 2.535 -1.440
19 H 1.488 -0.769 -3.257
20 H 0.234 -0.589 -2.340
21 O 0.558 -0.719 -3.255

* charge: -1
* Kohn-Sham gap (spin up / spin down): 0.0919 / 0.3219 Ha
* LUMO energy (spin up / spin down): 0.1187 / 0.1159 Eh
* spin multiplicity: 2
* ΔE to the lowest compared entry with this formula, charge and spin: 33.8 kcal per mole
* ⟨S²⟩: 0.7504


[7]
Molecular formula: C8H25NO6S5
Method: DFT, ωB97M-V/def2-TZVPD

Cartesian coordinates (Å):
1 C 0.049 1.517 2.270
2 C 0.315 0.030 2.069
3 N 1.132 -0.344 0.924
4 O 2.500 -0.238 1.362
5 S 3.543 -1.081 0.431
6 O 4.776 -0.796 1.107
7 O 3.545 -0.141 -0.999
8 S 4.943 0.692 -1.374
9 H -0.345 1.963 1.358
10 H -0.722 1.617 3.039
11 H 0.922 2.063 2.620
12 H 0.833 -0.376 2.938
13 H -0.640 -0.490 1.977
14 H 1.008 0.287 0.133
15 H 4.647 1.861 -0.778
16 C -0.539 3.082 -3.249
17 S 0.544 1.725 -2.798
18 O 0.130 1.268 -1.439
19 C 2.023 2.716 -2.593
20 H -1.545 2.691 -3.383
21 H -0.548 3.829 -2.456
22 H -0.190 3.519 -4.184
23 H 1.857 3.494 -1.847
24 H 2.291 3.156 -3.553
25 H 2.802 2.037 -2.259
26 C 0.640 -4.316 2.981
27 S 1.909 -4.886 1.842
28 O 2.007 -3.862 0.772
29 C 0.956 -6.254 1.169
30 H 1.019 -3.426 3.478
31 H -0.264 -4.071 2.423
32 H 0.440 -5.093 3.719
33 H 0.028 -5.874 0.741
34 H 0.748 -6.975 1.960
35 H 1.555 -6.724 0.393
36 C -4.893 2.385 0.110
37 S -3.407 2.355 -0.901
38 O -3.599 3.368 -1.974
39 C -3.714 0.745 -1.637
40 H -4.920 3.340 0.630
41 H -5.771 2.286 -0.528
42 H -4.851 1.574 0.836
43 H -4.676 0.757 -2.149
44 H -3.701 -0.015 -0.856
45 H -2.914 0.549 -2.347

* Kohn-Sham gap: 0.3411 Ha
* LUMO energy: 0.0208 Eh
* spin multiplicity: 1


[8]
Molecular formula: C4H5NO
Method: DFT, ωB97M-V/def2-TZVPD

Cartesian coordinates (Å):
1 N -0.708 1.381 0.868
2 C -0.428 0.273 -0.030
3 C -0.434 -1.085 0.711
4 O 0.188 -2.050 0.352
5 C 1.521 -0.441 -1.567
6 C 0.755 0.216 -0.906
7 H -0.006 1.487 1.592
8 H -0.723 2.254 0.349
9 H -1.086 -1.136 1.600
10 H 2.125 -1.135 -2.105
11 H -1.305 0.214 -0.695

* Kohn-Sham gap: 0.3958 Ha
* LUMO energy: 0.0269 Eh
* spin multiplicity: 1
* structure (SMILES): C#C[C@H](N)C=O
* ΔE to the lowest compared entry with this formula, charge and spin: 66.2 kcal per mole